# 1
The following is a quantum chemistry calculation of a single C25H38N4O4S molecule at a distorted geometry, from the Open Molecules 2025 dataset.

```
72
Properties=species:S:1:pos:R:3:forces:R:3
C 3.1297 -2.1529 0.6736 0.03 -0.05 -0.01
H -3.7925 -1.1810 2.5515 -0.07 -0.09 0.00
C -0.0734 -0.6417 -0.6815 0.03 -0.20 -0.06
C -1.1312 -1.9527 3.0918 0.01 0.28 0.00
H 6.2150 0.5788 -0.4533 0.18 -0.03 -0.13
H -6.0617 -0.7468 -0.6174 0.01 -0.11 -0.01
N -2.8017 -0.8040 -1.5636 0.13 0.32 0.00
H 3.0867 3.0324 -0.9979 -0.04 0.14 -0.17
C -0.1802 -3.0680 -0.5551 -0.32 0.23 -0.17
C -4.2271 -0.6752 -1.7293 -0.48 -0.25 0.29
C -7.3364 3.9567 0.7228 0.05 -0.04 -0.23
H -6.4088 3.7314 -1.2056 -0.03 0.03 -0.11
H -5.0354 2.3889 0.8758 0.07 0.04 -0.07
H -0.9919 -2.6508 2.2678 0.03 -0.12 -0.08
C -3.4895 0.4558 1.1910 0.01 -0.13 0.11
H -8.0790 3.1744 -1.1243 0.05 0.05 -0.08
H 3.5720 -3.1085 0.9007 0.03 -0.10 0.02
H 4.8545 -1.0503 1.3131 0.11 -0.11 0.06
H -6.4034 4.0622 1.2698 0.07 0.05 0.13
H -0.7542 -3.9747 -0.6979 0.02 -0.04 0.02
C 1.6028 -4.5159 0.1897 0.22 -0.38 0.12
H -1.8095 -2.4076 3.8102 -0.04 -0.12 0.08
O 5.4029 1.3221 1.7551 0.01 -0.31 -0.20
C -0.7856 -1.8877 -0.8597 -0.02 -0.05 0.08
C 3.3039 0.2384 0.6394 0.33 0.57 0.15
H 3.7739 1.8879 -3.5243 -0.07 0.00 -0.02
C 1.8276 -2.0738 0.1535 0.18 0.67 0.03
C -3.0282 -0.8415 1.8501 0.17 0.41 -0.08
C 4.8646 0.5201 -2.2125 0.08 0.00 -0.04
H -8.0480 3.4329 1.3571 -0.08 -0.03 0.11
H 1.5738 1.3060 -0.0218 -0.11 0.08 -0.06
C -5.1870 1.6902 0.0496 -0.27 -0.16 0.09
N -4.7945 0.3807 0.5467 0.07 0.22 0.15
O 3.4229 2.7564 1.3868 -0.27 -0.07 -0.27
H 5.4162 0.2573 -3.1131 0.01 -0.07 0.00
H -2.8869 -1.6229 1.1033 -0.06 -0.09 0.03
H -6.7875 1.2156 -1.3168 -0.05 -0.09 0.01
O -2.7900 -3.0614 -1.3397 -0.20 -0.21 0.05
H -2.2337 0.0309 -1.4467 0.06 -0.20 -0.02
H -4.4290 0.2509 -2.2690 0.01 -0.05 -0.06
C 2.0274 0.3422 0.1506 -0.12 -0.05 0.01
H -3.5798 1.2147 1.9766 0.07 0.02 -0.05
H -4.5764 -1.5232 -2.3252 -0.04 0.16 -0.04
C -1.7012 -0.6358 2.5794 -0.14 -0.26 -0.08
C -4.9958 -0.7081 -0.3839 0.08 -0.13 -0.34
H 2.7595 1.0754 -2.3355 -0.01 0.03 -0.07
H -4.5445 2.0297 -0.7827 0.00 0.07 0.02
H 1.8446 -4.6179 1.2494 0.01 -0.02 -0.04
H 4.4617 -0.3967 -1.7814 0.03 0.00 -0.05
H -1.8420 0.0514 3.4158 0.04 0.10 -0.01
H 0.8544 -5.2614 -0.0689 0.02 0.08 0.00
C 3.8571 -1.0080 0.9050 0.02 -0.16 0.03
C -6.6521 1.7579 -0.3792 0.24 0.23 -0.14
H 4.4403 3.5392 -2.0215 -0.08 -0.04 0.08
H 6.5669 1.7841 -1.7083 -0.01 -0.05 0.09
O -0.5113 0.4742 -0.9634 0.10 0.10 0.06
C -2.2213 -1.9798 -1.2839 0.25 0.12 -0.14
H 2.5004 -4.7033 -0.4024 -0.03 -0.01 0.03
C -7.1305 3.1975 -0.5827 -0.06 -0.16 0.12
H -0.9842 -0.1753 1.8950 0.01 0.11 0.02
H -4.7443 -1.6405 0.1217 -0.08 -0.03 -0.07
S 4.2924 1.7132 0.9380 0.19 0.21 0.04
H -0.1706 -1.7924 3.5768 0.10 -0.07 0.08
H -7.7241 4.9530 0.5217 -0.03 0.11 0.07
H -2.7053 0.8066 0.4995 -0.01 0.03 0.12
H -7.2630 1.2743 0.3848 -0.05 -0.10 0.01
C 3.7367 1.5278 -2.4978 -0.01 0.04 -0.07
N 4.9226 2.1973 -0.5259 -0.29 -0.11 1.18
C 1.2762 -0.8057 -0.1178 0.27 0.00 0.09
C 3.9820 2.6872 -1.5105 -0.51 0.30 -0.34
C 5.7694 1.2373 -1.1962 0.41 -0.52 -0.21
N 1.0756 -3.1996 -0.0874 -0.25 0.02 -0.09
```
Positions in Å, forces in eV/Å.

## Properties
SMILES = CCCCN(CCCC)CCNC(=O)c1cn(C)c2ccc(S(=O)(=O)N3CCCC3)cc2c1=O
Lowest unoccupied orbital energy = -0.320 eV
Energy relative to the best compared isomer or geometry (same formula, charge and spin) = 0.264 eV
Electronic energy = -1893.63235 a.u.
Total charge = 0

# 2
The following is a quantum chemistry calculation of 2 unconnected molecules or ions with the total composition C25H39BCl3I3N2O7P at a distorted geometry, from the Open Molecules 2025 dataset.

```
81
Properties=species:S:1:pos:R:3:forces:R:3
C 3.1676 -0.0513 -2.2663 2.13 0.05 -0.83
H -0.5125 5.3967 8.9310 -0.02 0.03 -0.10
I 2.4964 1.3060 1.6552 -0.50 -0.03 -0.22
N -1.4635 -0.4887 1.7355 1.66 -0.55 0.57
H -1.5544 3.2852 1.0963 0.09 -0.85 -1.02
C -0.0335 1.7488 3.1119 2.62 -0.26 0.78
C -1.7327 2.3994 0.4221 -1.18 -1.03 0.34
I -3.6587 2.2178 -2.3333 0.08 -0.17 0.36
H 3.7691 -2.1506 -5.1666 -0.35 0.66 0.57
H 0.3842 3.1002 4.8542 0.68 -0.43 -0.90
H -0.5272 1.1831 -1.7294 0.71 0.41 0.72
C 1.5055 -3.1862 -0.0508 -0.45 -0.03 0.99
O -1.7815 4.0811 -1.2224 -0.40 -0.91 0.15
C 0.3696 1.9530 1.6106 0.29 0.13 0.47
N 0.1776 -0.9555 -0.1747 -0.23 -2.48 -0.57
H -1.5554 -1.4831 1.9345 -0.07 0.17 -0.30
H 1.7437 2.0013 4.5228 -0.54 0.67 -0.87
H 2.3439 -1.0490 -4.8245 0.91 -0.30 0.14
Cl -0.7163 3.7328 7.2927 -0.01 -0.03 0.00
H 4.8765 -1.2737 -3.0094 -1.19 -0.10 0.28
C -3.0986 -5.5174 -1.9076 0.48 2.00 -0.53
C 0.9738 2.6377 4.0117 -1.23 0.30 0.86
H -0.7368 6.5655 6.6889 0.08 -0.11 -0.02
B 1.0800 2.5917 -1.6002 0.63 1.26 -1.56
C 0.9935 -0.1665 -1.2121 1.26 2.56 -0.49
H 0.5169 3.0597 1.4386 -0.31 -1.21 0.02
H 3.4702 -2.2963 -2.5873 0.02 0.85 -0.28
C 0.4200 -4.2183 -0.5253 1.62 -0.21 -0.78
O -3.5597 -2.1707 0.6459 0.77 0.75 -0.41
H -3.4907 -4.5630 0.0649 0.39 0.24 -1.20
C 0.2223 6.2987 7.1315 -0.12 0.10 0.16
I -2.0018 2.1576 3.8490 -0.12 -0.07 -0.28
H -0.2375 -3.8186 -1.3377 -0.04 -0.38 1.01
H -2.1722 -0.2233 -1.5687 0.05 -0.28 0.94
C -3.1705 -4.3871 -0.9934 0.36 0.27 -1.33
H 1.4074 3.4996 3.4450 -0.15 -0.88 0.42
H 1.3779 -2.6899 -2.8117 0.10 0.20 -0.59
H 1.9272 3.8320 -0.3960 0.79 -0.30 -0.25
H 4.0116 -0.3700 -5.0120 -0.70 -0.89 0.27
C 3.4204 -1.2458 -4.6120 0.48 0.56 0.47
H -0.4022 0.3664 -4.6155 0.32 0.12 0.37
H -2.3981 -0.0939 1.8759 0.55 -0.15 -0.18
O 0.6697 -2.2728 -3.3390 1.28 1.21 0.87
C -2.8998 -1.8832 -0.3412 -0.89 -1.34 0.06
Cl 1.3737 5.9830 5.8076 -0.01 -0.04 -0.05
C -2.3038 -0.4421 -0.4774 0.15 0.40 -1.77
C -0.4786 1.3965 0.4086 0.29 -0.64 -1.38
O 2.2423 3.2421 -1.1124 -1.75 -0.17 0.49
C -0.9747 -0.1559 0.3924 -3.01 1.48 1.35
H 1.0049 3.9674 -2.9964 -0.12 -0.40 0.03
H -0.2950 -1.6234 -0.8275 -0.26 0.29 0.44
C 0.3387 1.2935 -0.9931 -1.26 0.13 -0.94
C 0.0929 5.1189 8.0678 0.08 0.16 0.15
O 0.5497 3.1341 -2.7823 0.53 -0.78 1.54
C -2.8324 -3.0022 -1.4117 0.44 -1.71 -1.59
C -2.2189 3.0044 -0.9251 1.30 1.64 0.23
O 2.3745 -0.3564 -1.1155 -0.88 -0.19 0.80
H -2.5837 -6.1647 -4.0245 -0.18 0.71 0.79
C -2.4692 -2.8261 -2.8112 -0.32 -1.71 0.18
H 0.9805 -5.0827 -0.9857 -0.71 0.83 0.51
H -3.3625 -6.5258 -1.5220 0.27 0.90 -0.41
H 1.8209 -1.4685 1.1991 -1.29 0.21 -0.67
H -3.1542 0.2250 -0.1582 1.15 -0.66 0.02
C -2.3931 -3.9656 -3.7466 -0.37 -0.05 1.95
Cl -0.4461 -4.8909 0.9127 0.13 0.52 -0.76
H 4.0855 0.4763 -1.8723 -1.22 -0.36 -0.15
H 2.0971 -3.7161 0.7542 -0.56 0.62 -0.82
H -2.5943 1.8826 0.9397 0.89 0.46 -0.68
C 0.9114 -1.9160 0.7091 2.73 -1.67 1.04
C 3.7494 -1.3160 -3.0511 0.19 0.26 -0.96
H -2.0755 -3.7478 -4.7961 -0.40 -0.35 1.09
P 0.2553 -0.7206 -2.8771 -4.47 -0.51 -0.87
H -2.2387 -1.8214 -3.2224 -0.23 -0.85 0.50
H 2.2687 -2.9091 -0.8239 -0.92 -0.17 0.44
H 0.5982 7.1642 7.6779 0.03 -0.10 0.01
H 0.3136 -2.3505 1.5448 -0.15 0.84 -0.93
H 1.0653 4.7845 8.4275 -0.06 -0.01 -0.12
O 0.4070 0.4335 -4.0751 1.39 -1.17 0.74
H 2.7262 0.6693 -3.0064 -0.22 -0.64 0.82
H 0.2265 0.6907 3.3952 -0.94 1.03 -0.45
C -2.6829 -5.3233 -3.3034 -0.09 2.14 1.34
```
Positions in Å, forces in eV/Å.

## Properties
Lowest unoccupied orbital energy = -2.866 eV
Electronic energy = -4251.77547 a.u.
Total charge = +1

# 3
The following is a quantum chemistry calculation of a molecular structure, C25H39BrFN3Nb at a distorted geometry, from the Open Molecules 2025 dataset.

```
70
Properties=species:S:1:pos:R:3:forces:R:3
H 6.6197 1.5746 3.6695 0.01 0.00 0.01
H -2.9632 -4.1242 -1.4658 -0.24 0.19 -0.13
H -1.9888 -4.1121 -2.9235 -0.15 0.24 -0.20
C -2.0109 -3.7760 -1.8773 1.20 0.25 0.46
H -0.0231 2.0079 -3.1131 0.04 0.08 0.03
Nb -2.0871 -1.5689 -2.1999 -2.96 -1.30 0.04
C -1.7031 2.5020 1.6439 0.13 -0.06 -0.05
C 3.6491 3.1978 3.5148 -0.07 -0.07 0.04
H -2.2414 1.1352 -3.1747 -0.12 -0.15 -0.10
H -2.6790 -0.7658 -6.9232 0.03 0.04 -0.09
C 2.2480 3.0253 3.0512 0.09 0.05 -0.02
H -1.8775 3.2464 0.8719 -0.02 -0.02 -0.03
H 8.3155 3.4398 4.0375 0.00 0.00 -0.01
C -3.2433 -0.9400 -0.3246 0.23 0.39 0.17
N -0.3224 2.6853 2.1644 -0.09 0.09 -0.03
H -3.5487 -3.9739 0.8220 -0.09 -0.09 0.05
H -1.8828 -1.7830 -5.7058 0.05 -0.04 0.06
H -4.7040 -1.3330 1.1894 -0.18 0.00 0.00
F 0.4361 1.2246 -1.3098 0.25 0.29 0.28
N -4.6455 -0.0118 -5.3725 0.01 0.22 0.17
H -0.8004 -5.8824 -2.8066 -0.03 -0.05 -0.02
C -0.2770 -5.7245 -1.8629 -0.20 -0.06 0.16
H -4.4603 0.4611 -6.2573 0.06 -0.02 -0.03
C -0.8542 -4.4796 -1.1381 -0.21 -0.25 0.05
C 1.9955 2.7100 1.7246 0.04 -0.10 0.06
C 0.6954 2.5427 1.3040 0.01 0.00 -0.19
H -3.9816 -2.5399 -3.9945 0.05 -0.15 0.23
H 2.7888 2.5873 1.0004 0.00 0.01 -0.01
Br -5.5442 -2.6699 -0.6479 -0.13 -0.10 -0.21
H -0.5068 -1.4843 -1.2349 0.12 0.11 -0.65
C -0.1841 1.0573 -2.5979 -0.10 -0.08 -0.15
H 7.7803 4.5869 5.2838 0.02 0.01 0.00
H -1.7371 -0.0328 -5.6244 0.11 -0.03 0.11
C 2.3204 -5.5824 -2.3731 -0.01 0.08 0.13
H -3.8420 -0.0728 -0.6338 -0.03 0.04 -0.12
C 7.6361 3.5945 4.8712 -0.02 0.03 -0.02
H -2.5236 -0.5513 0.4127 0.12 0.04 -0.03
H -2.4177 2.6208 2.4508 0.04 -0.02 0.05
H -1.2327 -4.8229 -0.1739 0.07 0.09 0.14
N 6.2414 3.4761 4.3859 0.03 -0.02 0.01
C 1.1470 -5.6436 -2.1339 0.27 0.04 -0.17
C -4.1267 -1.8929 0.4581 0.28 0.20 0.43
C -2.4141 -0.8510 -5.8696 -0.08 -0.12 -0.36
C 4.5757 2.1725 3.3301 0.00 0.03 -0.05
C 5.3704 4.4812 4.5617 0.02 0.03 0.02
H 3.3608 -5.4986 -2.5554 0.09 -0.04 -0.07
H 1.3201 3.3950 4.9743 0.00 0.01 0.01
H 7.8072 2.8462 5.6405 -0.01 -0.01 0.01
H 3.3926 5.2014 4.2858 -0.01 0.00 0.01
H -3.5583 -2.9439 2.2647 -0.10 -0.14 0.05
H 5.7477 5.3691 5.0473 0.01 0.00 0.01
H -0.4335 -6.6190 -1.2573 -0.13 -0.07 -0.06
H 4.3008 1.2429 2.8512 -0.01 -0.01 0.00
H -1.7627 1.5046 1.2177 -0.13 -0.09 -0.10
C -3.3428 -2.9769 1.1980 0.19 0.02 -0.10
H -0.9746 3.0782 4.0831 -0.01 0.01 0.00
C -3.6553 -0.7408 -5.0296 -0.37 0.04 -0.10
C -1.6288 0.6844 -2.3881 0.68 -0.25 0.51
H 0.3848 0.2670 -3.0750 0.09 0.00 -0.09
C -0.1029 2.9913 3.4515 -0.03 -0.05 0.05
C 4.0661 4.3694 4.1375 -0.01 -0.05 0.03
C 1.1759 3.1685 3.9276 -0.01 0.04 -0.03
C 5.8623 2.3382 3.7779 0.04 -0.03 -0.01
H -1.9128 1.1789 -1.4497 -0.24 0.10 -0.02
C -3.7315 -1.5013 -3.7520 1.23 0.56 -0.45
H -0.0412 -3.7928 -0.9294 0.05 0.07 -0.05
H -4.5394 -1.0372 -3.1742 -0.15 -0.30 0.22
H 0.4581 2.2874 0.2754 -0.14 -0.15 -0.15
H -0.9149 -1.7134 -3.5964 0.31 0.43 0.34
H -2.2741 -2.8089 1.0656 0.08 0.03 -0.03
```
Positions in Å, forces in eV/Å.

## Properties
Lowest unoccupied orbital energy = -5.903 eV
Electronic energy = -3870.47198 a.u.
Total charge = +1